1.
# C30H25HfN5O7S

C30H25HfN5O7S as an isolated structure at a distorted geometry (the ωB97M-V functional and the def2-TZVPD basis, the Open Molecules 2025 dataset).

Values from the calculation:
Kohn-Sham gap, eV: 6.5
LUMO, eV: -7.51
Calculated total energy, a.u.: -2404.55960
F_max, eV Å⁻¹: 2.6

Structure (ORCA input):
```
! wB97M-V def2-TZVPD RIJCOSX def2/J DEFGRID3
* xyz 2 1
Hf -0.33538 0.13046 -0.39984
O -1.55558 3.34556 1.64816
C -1.30048 2.68016 0.58476
O -0.21068 2.14496 0.32976
C -2.41688 2.60996 -0.43904
O -2.17268 1.46446 -1.24504
C -3.31268 0.61546 -1.45714
C -2.98458 -0.85624 -1.06554
O -3.87058 -1.65024 -0.92834
O -1.71438 -1.11284 -0.96534
H -0.92078 3.14756 2.38396
H -2.41298 3.51796 -1.06204
H -3.37288 2.55606 0.09266
H -3.58948 0.65056 -2.51914
H -4.17688 0.92226 -0.86454
O -1.89778 0.39166 1.23246
S -0.93728 0.16936 2.34506
O -0.59588 1.39456 3.02706
N 0.30862 -0.42224 1.50566
C 1.60092 -0.04294 1.86426
C 2.07032 -0.06624 3.16056
C 3.39282 0.28416 3.45696
C 4.26452 0.62466 2.45896
C 3.82072 0.68796 1.12446
C 4.66572 1.06506 0.06356
C 4.14062 1.19186 -1.19644
C 2.77752 0.94726 -1.39254
N 1.94612 0.55886 -0.43564
C 2.46042 0.39986 0.81916
C -1.56718 -1.04034 3.47846
C -2.65208 -0.73214 4.27926
C -3.10138 -1.67824 5.18886
C -2.46388 -2.90644 5.29096
C -1.37268 -3.19954 4.48596
C -0.92458 -2.26194 3.56936
H 1.39732 -0.35504 3.95086
H 3.72102 0.26566 4.48306
H 5.28952 0.87196 2.67626
H 5.70882 1.26076 0.25856
H 4.75012 1.49236 -2.03384
H 2.36472 1.07316 -2.38634
H -3.12668 0.23046 4.18166
H -3.94628 -1.45564 5.82166
H -2.82328 -3.63734 5.99956
H -0.87488 -4.15254 4.57766
H -0.08278 -2.45934 2.92426
C -0.50878 3.41636 -5.10194
C -0.25228 3.60006 -3.74544
C -0.05358 2.50886 -2.92694
C -0.10138 1.20766 -3.46404
C -0.30618 1.03416 -4.84494
C -0.51748 2.13706 -5.64734
N 0.08742 0.15656 -2.57944
N 0.34032 -0.98114 -3.09374
C 0.58852 -2.04584 -2.26964
C 0.73502 -3.30294 -2.86874
C 0.96872 -4.40384 -2.05844
C 1.06472 -4.21144 -0.68744
C 0.94242 -2.92134 -0.17674
N 0.70432 -1.86074 -0.93524
H -0.68978 4.27286 -5.73194
H -0.18978 4.59886 -3.34204
H 0.20402 2.63536 -1.88094
H -0.30638 0.03656 -5.25524
H -0.68358 2.00946 -6.70554
H 0.64462 -3.38714 -3.94054
H 1.07192 -5.39064 -2.48394
H 1.23602 -5.04024 -0.01794
H 1.05452 -2.73404 0.88496
*
```


2.
# C10H10BrCrI

C10H10BrCrI as an isolated structure at a distorted geometry (the ωB97M-V functional and the def2-TZVPD basis, the Open Molecules 2025 dataset).

Values from the calculation:
<S²>: 6.04
Kohn-Sham gap (spin up / spin down), eV: 4.6 / 4.6
LUMO (spin up / spin down), eV: 5.00 / 4.99
Calculated total energy, a.u.: -4303.24237
F_max, eV Å⁻¹: 2.2

Structure (ORCA input):
```
! wB97M-V def2-TZVPD RIJCOSX def2/J DEFGRID3
* xyz -2 5
C -1.27066 -0.91463 -1.09257
C -1.53921 -2.00292 -0.24034
C -2.67173 -1.60382 0.57744
H -1.24651 -3.01244 -0.47158
C -2.80158 -0.17595 0.41679
C -1.93856 0.20997 -0.64225
H -1.92738 1.13543 -1.16255
H -0.58066 -0.90256 -1.91947
H -3.15053 -2.24962 1.37879
H -3.54366 0.48452 0.88439
Cr -1.09105 -0.75309 1.69303
Br 0.94871 -2.11599 2.09320
C 2.64731 1.44975 0.60409
C 1.72487 2.18787 -0.24299
C 1.45850 1.36538 -1.39405
H 1.23306 3.12425 0.02463
C 2.20051 0.16018 -1.28478
C 2.96379 0.20148 -0.06609
H 3.51053 -0.63330 0.37982
H 2.79370 1.64767 1.67106
H 0.69809 1.59092 -2.17767
H 2.13964 -0.70997 -1.98369
I -0.55719 1.51689 2.95480
*
```


3.
# C19H18N2O4S

C19H18N2O4S in the gas phase at a distorted geometry (the ωB97M-V functional and the def2-TZVPD basis, the Open Molecules 2025 dataset).

Values from the calculation:
Kohn-Sham gap, eV: 7.8
LUMO, eV: 0.32
Calculated total energy, a.u.: -1543.49039
F_max, eV Å⁻¹: 2.9

Structure (ORCA input):
```
! wB97M-V def2-TZVPD RIJCOSX def2/J DEFGRID3
* xyz 0 1
C -3.61830 -0.69844 -4.54219
C -2.44638 -0.10781 -3.84722
C -1.15779 -0.25329 -4.40616
C 0.00032 0.03822 -3.64221
C -0.10876 0.44903 -2.28209
N 0.99749 0.54822 -1.40121
C 2.32507 -0.05358 -1.75881
C 2.27986 -1.58416 -1.67112
O 1.89954 -2.06859 -0.62131
O 2.74415 -2.30276 -2.69584
C 0.93885 1.33021 -0.24423
S 0.83823 3.07085 -0.40525
C 0.84132 3.15676 1.37915
O 0.53276 4.20896 1.89957
N 1.03614 1.93278 1.97176
C 1.32368 1.76622 3.35957
C 0.79341 0.68681 4.07811
C 1.04936 0.47087 5.46421
C 1.82313 1.36534 6.18635
C 2.20216 1.06960 7.62655
C 2.36601 2.43126 5.48293
C 2.10524 2.64478 4.13360
C 1.10014 0.89621 1.04084
O 1.34795 -0.42634 1.32258
C -1.41760 0.66103 -1.77499
C -2.58355 0.41985 -2.55340
H -3.82421 -1.69308 -4.09886
H -4.48914 -0.08439 -4.36756
H -3.47885 -0.80487 -5.62870
H -1.08787 -0.62297 -5.40901
H 0.94997 -0.11270 -4.10437
H 2.60149 0.28979 -2.76353
H 3.08783 0.28136 -1.04567
H 2.65979 -3.24560 -2.46478
H 0.21508 -0.08279 3.54725
H 0.64364 -0.35470 6.03013
H 2.01757 1.94347 8.29656
H 1.66088 0.23943 8.05438
H 3.28963 0.85720 7.67311
H 3.02572 3.12289 6.04494
H 2.56620 3.51678 3.72169
H 1.34771 -0.98259 0.50329
H -1.54128 0.89331 -0.72837
H -3.57279 0.47121 -2.07592
*
```


4.
# C19H23FN2O

C19H23FN2O in the gas phase (the ωB97M-V functional and the def2-TZVPD basis, the Open Molecules 2025 dataset).

Values from the calculation:
Kohn-Sham gap, eV: 9.4
LUMO, eV: 0.71
Calculated total energy, a.u.: -1022.45590
F_max, eV Å⁻¹: 0.5

Structure (ORCA input):
```
! wB97M-V def2-TZVPD RIJCOSX def2/J DEFGRID3
* xyz 0 1
C 2.83682 2.64322 1.53649
C 2.63006 2.55766 0.01899
C 3.41833 3.66933 -0.66988
C 2.98820 1.16644 -0.44857
C 4.16325 0.90733 -1.14545
C 4.53751 -0.37465 -1.50513
C 3.73849 -1.44935 -1.16025
C 2.56317 -1.21943 -0.47383
C 2.17484 0.07233 -0.13099
N 0.95952 0.19301 0.58317
C -0.14497 0.89679 0.24095
O -0.22108 1.71332 -0.65047
C -1.32442 0.56064 1.15758
N -1.31518 -0.85597 1.48668
C -1.68987 -1.70974 0.35792
C -1.43162 -3.16965 0.72942
C -3.12221 -1.49245 -0.08616
C -3.39366 -0.95422 -1.33825
C -4.69473 -0.71760 -1.74431
C -5.72610 -1.02347 -0.87659
F -7.00006 -0.79876 -1.26197
C -5.48912 -1.55080 0.37949
C -4.18201 -1.77884 0.76737
H 3.88437 2.47564 1.78199
H 2.23838 1.89882 2.05572
H 2.55068 3.62834 1.89789
H 1.57337 2.72535 -0.20271
H 3.01029 4.63344 -0.37401
H 4.46836 3.65001 -0.38441
H 3.33898 3.58634 -1.75100
H 4.81413 1.72467 -1.40922
H 5.45887 -0.53371 -2.04537
H 4.02422 -2.45637 -1.42475
H 1.92398 -2.04777 -0.19937
H 0.75438 -0.56958 1.22248
H -1.19994 1.13347 2.08119
H -2.24678 0.89904 0.66383
H -1.94127 -1.03749 2.26556
H -1.02827 -1.43682 -0.47329
H -2.05367 -3.47314 1.56741
H -1.65373 -3.81284 -0.11782
H -0.39043 -3.30310 1.01175
H -2.57769 -0.71043 -2.00251
H -4.91313 -0.29891 -2.71369
H -6.31705 -1.77355 1.03388
H -3.99317 -2.18659 1.75021
*
```


5.
# C14H33N5OPd

C14H33N5OPd as an isolated structure at a distorted geometry (the ωB97M-V functional and the def2-TZVPD basis, the Open Molecules 2025 dataset).

Values from the calculation:
Kohn-Sham gap, eV: 6.5
LUMO, eV: 0.82
Calculated total energy, a.u.: -1030.05603
F_max, eV Å⁻¹: 1.4

Structure (ORCA input):
```
! wB97M-V def2-TZVPD RIJCOSX def2/J DEFGRID3
* xyz 0 1
Pd -0.30794 -0.53441 -0.15189
C -3.67372 0.47072 0.97862
C -3.71728 -0.45459 -0.24571
N -2.58723 -0.28646 -1.15725
C -2.71128 0.90081 -1.99770
C -1.51538 1.07173 -2.93536
N -0.28339 1.07775 -2.17899
C 0.73257 2.07482 -2.46286
C 1.67327 2.25832 -1.26883
C 1.00899 2.86408 -0.02596
N 0.34132 1.83884 0.76021
C -0.50865 2.29600 1.83597
C -0.83622 1.12276 2.76596
N -1.47378 -0.01900 2.10359
C -2.92796 -0.09090 2.19441
H -4.70296 0.67392 1.28652
H -3.22962 1.42954 0.70277
H -4.66685 -0.28889 -0.77914
H -3.71457 -1.49231 0.09551
H -2.51456 -1.10390 -1.75301
H -2.75118 1.77769 -1.34697
H -3.64375 0.88339 -2.58604
H -1.63009 2.02830 -3.45077
H -1.53407 0.28651 -3.70480
H 0.11078 0.13165 -2.10166
H 0.22210 3.02479 -2.65166
H 1.32581 1.84687 -3.36262
H 2.50791 2.89094 -1.58049
H 2.08139 1.28086 -0.98957
H 0.32071 3.66789 -0.34576
H 1.77277 3.33755 0.60038
H -0.26569 1.29078 0.11335
H -1.44251 2.76139 1.47485
H 0.01539 3.05716 2.42365
H -1.46085 1.48793 3.59418
H 0.11222 0.78212 3.18602
H -1.06693 -0.87672 2.44281
H -3.27911 0.43615 3.09356
H -3.21131 -1.14071 2.31006
C 3.55462 -4.04164 -1.10079
N 3.34124 -3.19779 0.06403
C 4.29439 -3.20405 1.15841
C 2.26376 -2.37160 0.03855
C 2.04926 -1.46190 1.22172
O 1.50214 -2.37813 -0.92265
H 4.43489 -4.65943 -0.94161
H 3.69864 -3.43754 -1.99795
H 2.69029 -4.68320 -1.27270
H 4.96087 -4.05501 1.04287
H 3.79302 -3.30116 2.12144
H 4.90413 -2.29667 1.18083
H 2.92660 -0.83798 1.40153
H 1.85139 -2.04474 2.12362
H 1.16641 -0.79251 0.99734
*
```


6.
# C3H4ClNS

C3H4ClNS in the gas phase at a distorted geometry (the ωB97M-V functional and the def2-TZVPD basis, the Open Molecules 2025 dataset).

Values from the calculation:
Kohn-Sham gap (spin up / spin down), eV: 7.9 / 7.8
LUMO (spin up / spin down), eV: -0.33 / -0.34
Calculated total energy, a.u.: -1029.71961
F_max, eV Å⁻¹: 3.7

Structure (ORCA input):
```
! wB97M-V def2-TZVPD RIJCOSX def2/J DEFGRID3
* xyz 0 1
C -0.51278 -1.34586 -0.47133
C -0.24441 0.44151 1.39842
C 0.57905 0.68307 -0.94451
N 0.09591 -0.57424 -1.22954
S -1.08160 -1.05189 1.07511
Cl 2.19891 0.92195 -1.44339
H -0.77830 -2.43923 -0.74032
H 0.51226 0.50401 2.17774
H -0.68420 1.31454 1.12858
H -0.08483 1.54614 -0.95076
*
```